Entry 1:
{"formula": "C5H6N", "method": "the ωB97M-V functional and the def2-TZVPD basis", "species": ["C", "C", "C", "C", "C", "N", "H", "H", "H", "H", "H", "H"], "positions_angstrom": [[-2.9575, 1.1575, -0.4535], [-1.8232, 0.8115, -0.1718], [0.4467, 0.2900, 1.1359], [-0.5679, 0.4622, 0.3155], [1.5082, 0.0086, -1.0784], [0.6280, 0.1860, -0.2349], [-3.8876, 1.3769, -0.8874], [0.8948, -0.0755, 2.0657], [0.9497, -1.7572, 1.1789], [1.0636, -0.0627, -2.1089], [2.5831, 0.1763, -0.8721], [1.1621, -2.5738, 1.1111]], "e_lumo_ha": -0.19613, "charge": 1, "e_homo_ev": -14.6}

=====

Entry 2:
{"formula": "C5H6N", "method": "the ωB97M-V functional and the def2-TZVPD basis", "species": ["C", "C", "C", "C", "C", "N", "H", "H", "H", "H", "H", "H"], "positions_angstrom": [[0.8582, -1.1870, -0.1013], [1.0981, 1.1428, -0.1245], [1.8821, -0.1858, 0.0339], [-1.1565, 0.1049, 0.0204], [-0.4305, -1.2071, 0.0391], [-0.1366, 1.1651, 0.0708], [2.0907, -0.0347, 1.0992], [2.8339, -0.2789, -0.5192], [-1.6558, 0.3010, -0.9750], [-1.9568, 0.0539, 0.7228], [-1.0379, -2.0976, 0.0636], [-0.5499, 2.1820, 0.0971]], "e_lumo_ha": [-0.24880, -0.21576], "charge": 1, "e_homo_ev": [-14.4, -15.0]}

=====

Entry 3:
{"formula": "C5H6N", "method": "the ωB97M-V functional and the def2-TZVPD basis", "species": ["C", "C", "C", "C", "C", "N", "H", "H", "H", "H", "H", "H"], "positions_angstrom": [[-0.0138, 1.2824, 0.1339], [-1.2420, 0.5841, 0.2296], [1.1503, 0.6123, 0.3438], [-1.3163, -0.6763, 0.7162], [2.1393, -0.3362, -0.4199], [2.0285, -0.0213, 0.9589], [0.0021, 2.3352, -0.1298], [-2.1395, 1.0990, -0.0847], [-2.2647, -1.1859, 0.7587], [-0.4644, -1.2158, 1.1009], [1.7603, -1.2899, -0.7701], [2.9001, 0.1359, -1.0282]], "e_lumo_ha": -0.27204, "charge": 1, "e_homo_ev": -15.1}

=====

Entry 4:
{"formula": "C5H6N", "method": "the ωB97M-V functional and the def2-TZVPD basis", "species": ["C", "C", "C", "C", "C", "N", "H", "H", "H", "H", "H", "H"], "positions_angstrom": [[1.5030, -0.9659, -2.3071], [-0.4748, 0.8684, -1.3107], [1.3915, -1.3063, -1.0469], [0.6703, -0.7352, 0.0714], [-0.3418, 0.1672, -0.2427], [-1.0761, 0.7801, 1.2932], [2.0469, -2.0978, -0.6675], [1.1611, -1.0818, 1.0235], [-0.9364, 1.8006, -1.5871], [-2.0157, 0.2822, 1.3525], [-1.3441, 1.7414, 1.3022], [-0.5839, 0.5472, 2.1192]], "e_lumo_ha": -0.24584, "charge": 1, "e_homo_ev": -13.5}

=====

Entry 5:
{"formula": "C5H6N", "method": "the ωB97M-V functional and the def2-TZVPD basis", "species": ["C", "C", "C", "C", "C", "N", "H", "H", "H", "H", "H", "H"], "positions_angstrom": [[1.7782, 0.6447, -0.0528], [-1.5437, -0.6781, -0.0645], [1.2750, -0.7683, 0.0341], [-0.1494, 0.8040, -0.1870], [-0.0358, -0.6229, -0.2552], [-1.4230, 0.7998, 0.0750], [2.1904, 1.0971, 0.8376], [2.1852, 0.9904, -0.9906], [-2.1519, -0.9905, -0.9133], [-1.8739, -1.1708, 0.8487], [1.8469, -1.6210, 0.3551], [-2.0981, 1.5156, 0.3129]], "e_lumo_ha": -0.18361, "charge": 1, "e_homo_ev": -15.3}

=====

Entry 6:
{"formula": "C5H6N", "method": "the ωB97M-V functional and the def2-TZVPD basis", "species": ["C", "C", "C", "C", "C", "N", "H", "H", "H", "H", "H", "H"], "positions_angstrom": [[0.0619, -0.6191, 1.3819], [0.1683, -1.2963, 0.2024], [-0.0644, 0.7299, 1.2686], [0.1753, -0.4419, -1.0262], [-0.1542, 1.0175, -0.2346], [0.3848, -0.7583, -2.3085], [0.2428, -1.1594, 2.4109], [0.1933, -2.3918, 0.2075], [-0.0657, 1.5382, 2.0586], [0.2078, 1.9961, -0.6202], [-1.1661, 1.3550, -0.5311], [0.0164, 0.0300, -2.8094]], "e_lumo_ha": [-0.17531, -0.33865], "spin_multiplicity": 3, "charge": 1, "e_homo_ev": [-13.8, -16.1], "s_squared": 2.032}

=====

Entry 7:
{"formula": "C5H6N", "method": "the ωB97M-V functional and the def2-TZVPD basis", "species": ["C", "C", "C", "C", "C", "N", "H", "H", "H", "H", "H", "H"], "positions_angstrom": [[-3.0015, -2.2447, 0.2642], [-1.2978, 2.3700, 0.7351], [-2.4465, -1.1181, 0.2031], [-1.4850, 1.1810, 0.4666], [0.9807, 0.5509, -1.4026], [-1.8214, -0.0276, 0.2221], [-3.7916, -2.9932, 0.2106], [-0.9166, 3.3147, 0.6118], [1.3345, 0.8237, -2.3543], [0.6334, -0.4858, -1.2756], [0.0419, 1.1272, -1.1573], [1.7696, 0.9081, -0.6977]], "e_lumo_ha": [-0.14908, -0.30705], "spin_multiplicity": 3, "charge": 1, "e_homo_ev": [-15.7, -15.8], "s_squared": 2.144}

=====

Entry 8:
{"formula": "C5H6N2", "method": "the ωB97M-V functional and the def2-TZVPD basis", "species": ["C", "C", "C", "C", "C", "N", "N", "H", "H", "H", "H", "H", "H"], "positions_angstrom": [[-2.6454, -0.8683, -0.2741], [-1.8253, -0.0323, 0.0131], [-0.1039, 1.4083, 0.1710], [1.1835, -0.8479, -0.3730], [-0.8990, 0.6283, 0.8242], [0.6623, 2.2274, -0.2370], [2.3499, -0.4352, -0.0946], [-3.3819, -1.5557, -0.5928], [0.4713, -1.7121, 0.1801], [0.7684, -0.5134, -1.2764], [-0.7478, 0.2015, 1.8442], [1.3840, 2.3033, -0.8387], [2.7838, -0.8039, 0.6541]], "e_lumo_ha": 0.02755, "smiles": "C#CC=C=N.C=N", "e_homo_ev": -8.3}

=====

Entry 9:
{"formula": "C5H6N2", "method": "the ωB97M-V functional and the def2-TZVPD basis", "species": ["C", "C", "C", "C", "C", "H", "H", "H", "H", "H", "H", "N", "N"], "positions_angstrom": [[0.7808, -0.1026, 0.0083], [0.0747, 1.0705, -0.0353], [-1.3065, 0.9920, -0.0425], [-2.0304, -0.2266, -0.1072], [0.0846, -1.3216, 0.0738], [2.7231, -1.1166, -0.1733], [2.7042, 0.6288, 0.2926], [0.4944, 2.1448, 0.0556], [-1.8846, 1.8825, -0.0024], [-3.0737, -0.2023, 0.1051], [0.6310, -2.3189, 0.0503], [2.1339, -0.0839, -0.1480], [-1.3314, -1.3461, -0.0771]], "e_lumo_ha": 0.03396, "smiles": "Nc1cccnc1", "e_homo_ev": -8.4}

=====

Entry 10:
{"formula": "C5H6N2", "method": "the ωB97M-V functional and the def2-TZVPD basis", "species": ["C", "C", "C", "N", "C", "C", "N", "H", "H", "H", "H", "H", "H"], "positions_angstrom": [[-1.3441, -0.5524, 0.0294], [-1.3443, 1.0099, 0.0996], [0.1517, 0.8464, -0.1222], [1.3578, 1.2410, 0.1813], [2.0955, 0.0671, 0.0493], [1.3043, -1.0149, -0.2505], [0.0530, -0.4713, -0.4355], [-2.0221, -1.0525, -0.6643], [-1.4010, -1.0187, 1.0155], [-1.8825, 1.4979, -0.7164], [-1.6614, 1.4384, 1.0530], [3.1711, 0.0666, 0.1771], [1.5219, -2.0575, -0.4164]], "e_lumo_ha": 0.03526, "smiles": "c1cn2c(n1)CC2", "e_homo_ev": -8.7}

=====

Entry 11:
{"formula": "C5H6N2", "method": "the ωB97M-V functional and the def2-TZVPD basis", "species": ["N", "C", "C", "C", "C", "C", "N", "H", "H", "H", "H", "H", "H"], "positions_angstrom": [[-1.0350, 0.7567, 2.4800], [-0.2901, 0.5694, 1.5951], [-0.2382, 1.1594, 0.2439], [0.7284, 0.5745, -0.7361], [0.8909, -0.8289, -0.2909], [-0.5869, -1.0356, -0.6133], [-0.7701, 0.4305, -0.8845], [-0.4778, 2.2159, 0.2481], [1.3710, 1.2403, -1.3070], [1.7059, -1.4953, -0.6043], [0.6982, -0.5337, 1.3187], [-0.8530, -1.5529, -1.5405], [-1.1708, -1.4404, 0.2169]], "e_lumo_ha": -0.01541, "e_homo_ev": -9.1}

=====

Entry 12:
{"formula": "C5H6N2", "method": "the ωB97M-V functional and the def2-TZVPD basis", "species": ["C", "C", "C", "N", "C", "C", "N", "H", "H", "H", "H", "H", "H"], "positions_angstrom": [[-1.4289, -0.6140, 0.0687], [-1.3733, 0.9186, 0.2025], [-0.0062, 0.6456, 0.6377], [1.0542, 1.2840, 0.0928], [1.8358, 0.2124, -0.3638], [1.2257, -0.9806, -0.1308], [0.0324, -0.7043, 0.5741], [-1.4524, -0.9975, -0.9536], [-2.1083, -1.1780, 0.7158], [-0.0614, 1.5599, -0.5292], [-2.1017, 1.4594, 0.8018], [2.8133, 0.3834, -0.7990], [1.5708, -1.9888, -0.3170]], "e_lumo_ha": 0.03502, "e_homo_ev": -7.7}

=====

Entry 13:
{"formula": "C5H6N2", "method": "the ωB97M-V functional and the def2-TZVPD basis", "species": ["C", "C", "C", "C", "C", "H", "H", "H", "H", "H", "H", "N", "N"], "positions_angstrom": [[0.6270, -0.2025, 0.2743], [0.6138, 0.1435, -1.2069], [-0.7160, 0.1077, -1.7459], [-1.7815, -0.2255, 0.2311], [-0.5636, -0.1711, 1.0370], [1.7551, 0.2272, 1.9804], [2.8240, 0.0006, 0.5809], [1.6000, -0.0165, -1.6817], [-1.1182, 0.5839, -2.7779], [-2.5445, 0.0301, 1.1127], [-0.6826, 0.2313, 2.1898], [1.8094, -0.2414, 1.0735], [-1.8229, -0.4674, -1.0673]], "e_lumo_ha": 0.01627, "smiles": "Nc1ccncc1", "e_homo_ev": -8.5}

=====

Entry 14:
{"formula": "C5H6N2", "method": "the ωB97M-V functional and the def2-TZVPD basis", "species": ["C", "C", "C", "C", "C", "N", "N", "H", "H", "H", "H", "H", "H"], "positions_angstrom": [[-2.2720, -0.3964, 0.7681], [-0.9617, -0.6915, 1.2234], [-2.5729, 0.4277, -0.2689], [1.7144, -0.7561, -0.2633], [0.9924, 0.4759, 0.1011], [-1.3645, 0.9328, -0.4465], [-0.4558, 0.1605, 0.3423], [-3.3886, 0.9153, -0.7203], [2.7013, -0.6909, -0.0739], [1.2916, -1.5515, 0.4026], [1.7877, -0.9772, -1.3408], [1.5222, 0.9050, 0.9420], [1.0058, 1.2464, -0.6659]], "e_lumo_ha": [-0.06345, -0.06354], "e_homo_ev": [-9.3, -9.3]}

=====

Entry 15:
{"formula": "C5H6N2", "method": "the ωB97M-V functional and the def2-TZVPD basis", "species": ["C", "C", "C", "N", "N", "C", "C", "H", "H", "H", "H", "H", "H"], "positions_angstrom": [[-0.2666, 1.5947, -0.3577], [0.6164, 0.4681, 0.1137], [0.1363, -1.3986, -0.9653], [0.9133, -0.4883, -1.2917], [1.5138, 0.5561, 0.9949], [-0.5470, -1.1172, 0.4047], [-1.3251, -1.4659, 1.2782], [2.4671, 0.3987, 0.6744], [-0.1088, -2.3294, -1.4674], [0.2603, 2.1771, -1.1125], [-0.4992, 2.2312, 0.4960], [-1.1924, 1.2268, -0.7937], [-1.9680, -1.8533, 2.0263]], "e_lumo_ha": [-0.01247, -0.01247], "e_homo_ev": [-9.0, -9.0]}

=====

Entry 16:
{"formula": "C5H6N2", "method": "the ωB97M-V functional and the def2-TZVPD basis", "species": ["N", "C", "C", "C", "C", "C", "N", "H", "H", "H", "H", "H", "H"], "positions_angstrom": [[2.4684, -0.9029, 0.8428], [1.2561, -0.8858, 0.8007], [0.7494, 0.4694, 0.4923], [0.3105, 0.6022, -0.9703], [-1.1475, 0.4262, -0.5892], [-1.4264, -0.6865, 0.2970], [-1.0059, 0.3689, 0.9422], [1.1760, 1.3174, 1.0167], [0.7203, -0.1824, -1.6135], [0.5263, 1.5775, -1.4095], [-1.9298, 1.0691, -0.9918], [0.4063, -1.6728, 0.6705], [-2.1036, -1.5004, 0.5120]], "e_lumo_ha": [-0.01553, -0.00870], "e_homo_ev": [-9.1, -8.0]}

=====

Entry 17:
{"formula": "C5H6N2", "method": "the ωB97M-V functional and the def2-TZVPD basis", "species": ["C", "C", "C", "C", "C", "H", "H", "H", "H", "H", "H", "N", "N"], "positions_angstrom": [[1.8248, -0.9435, 1.4315], [1.0669, 0.1661, 1.2337], [-0.3465, -0.9541, -0.3651], [-1.2245, -0.4138, -1.3074], [-1.2332, 0.9224, -1.1405], [2.3351, -0.7355, 2.3656], [1.6165, -1.6902, 0.7684], [0.8443, 1.0585, 2.0434], [-0.3386, -1.9635, -0.1804], [-1.6378, -0.9726, -2.0595], [-1.7082, 1.6869, -2.0832], [0.1863, 0.1060, 0.1952], [-0.4201, 1.3160, -0.1906]], "e_lumo_ha": 0.03145, "smiles": "C=Cn1cccn1", "e_homo_ev": -8.9}

=====

Entry 18:
{"formula": "C5H6N2", "method": "the ωB97M-V functional and the def2-TZVPD basis", "species": ["C", "C", "C", "N", "C", "C", "N", "H", "H", "H", "H", "H", "H"], "positions_angstrom": [[0.7313, -0.8743, -1.1238], [-0.4525, -0.6800, -2.0461], [-1.1404, -0.4315, 0.4855], [-1.4600, 0.4075, 1.4382], [-0.3236, 1.1418, 1.6674], [0.6864, 0.7469, 0.8351], [0.1652, -0.2797, 0.0818], [1.6259, -0.3021, -1.4002], [1.0088, -1.9185, -0.9567], [-0.4804, 0.4159, -2.2058], [-1.7825, -1.1900, 0.0575], [-0.2955, 1.9118, 2.4292], [1.7173, 1.0521, 0.7380]], "e_lumo_ha": [-0.03308, -0.03327], "e_homo_ev": [-9.2, -9.2]}

=====

Entry 19:
{"formula": "C5H6N2", "method": "the ωB97M-V functional and the def2-TZVPD basis", "species": ["C", "C", "C", "C", "C", "N", "N", "H", "H", "H", "H", "H", "H"], "positions_angstrom": [[-1.3311, 1.6036, 0.1056], [0.0433, 0.9248, 0.1103], [-2.2134, 0.5859, -0.0026], [-0.0920, -0.3988, 0.0773], [1.1796, -1.3006, 0.0178], [-2.0599, -1.7850, -0.2093], [-1.4981, -0.6843, -0.0955], [-1.4972, 2.7057, 0.1804], [1.0454, 1.3920, 0.1946], [-3.2753, 0.4643, -0.2506], [1.2119, -1.7533, -0.9410], [2.0093, -0.6781, 0.2729], [0.9972, -2.1044, 0.7185]], "e_lumo_ha": -0.00831, "e_homo_ev": -8.3}

=====

Entry 20:
{"formula": "C5H6N2O", "method": "the ωB97M-V functional and the def2-TZVPD basis", "species": ["C", "C", "C", "C", "C", "H", "H", "H", "H", "H", "H", "N", "N", "O"], "positions_angstrom": [[-1.4428, 0.0744, -0.5864], [-0.4909, -1.5276, 0.7207], [1.6927, 0.1007, 0.3585], [0.9739, 1.2197, -0.2360], [-0.0558, 0.1099, -0.5313], [-3.2806, 0.0907, -1.0662], [-0.1828, -2.5697, 1.2867], [1.8619, 0.3905, 1.3491], [2.4814, -0.5390, -0.0367], [0.6955, 2.0509, 0.5409], [1.6213, 1.6966, -1.1044], [-1.6983, -1.2003, 0.0804], [0.3659, -0.6672, 0.3336], [-2.5414, 0.7705, -1.1090]], "e_lumo_ha": 0.02956, "e_homo_ev": -8.2}

=====

Record order is preserved below.
Energy relative to the best compared isomer or geometry (same formula, charge and spin): 711.51; 494.93; 449.32; 833.38; 481.67; 120.67; 313.77; 521.69; 117.11; 137.13; 547.30; 526.78; 338.32; 685.17; 536.11; 634.87; 343.78; 430.41; 358.81; 410.09 kJ/mol